Here is a structure of composition C27H45HgOSi4Te from OMol25. Energies are from wB97M-V/def2-TZVPD.

```
! wB97M-V def2-TZVPD RIJCOSX def2/J DEFGRID3
* xyz -1 1
C -1.459 2.668 -0.086
C -0.302 3.092 0.586
C 0.684 3.446 -0.391
H -0.181 3.203 1.660
C 0.194 3.167 -1.662
C -1.163 2.677 -1.538
H -1.931 2.772 -2.323
H -2.427 2.438 0.356
H 1.615 3.940 -0.155
H 0.769 3.222 -2.580
C 2.886 -1.664 -1.724
C 2.139 -2.302 -0.695
C 0.736 -2.136 -1.003
H 2.582 -2.818 0.158
C 0.621 -1.307 -2.241
C 2.016 -1.037 -2.616
H 2.320 -0.364 -3.437
H 3.983 -1.634 -1.779
H -0.022 -2.858 -0.745
H -0.082 -1.612 -3.016
Hg -0.761 0.410 -1.601
O 3.242 1.918 -3.081
C 3.828 3.017 -2.539
C 3.254 3.566 -3.796
H 3.375 3.331 -1.594
H 4.929 3.126 -2.560
H 2.533 4.415 -3.713
H 2.856 4.898 -6.002
C 3.502 4.042 -6.176
C 3.810 3.251 -5.049
C 4.615 2.064 -5.228
H 4.803 1.401 -4.384
C 5.133 1.758 -6.472
H 5.755 0.865 -6.565
C 4.899 2.619 -7.554
H 5.359 2.405 -8.516
C 4.072 3.739 -7.406
H 3.886 4.422 -8.229
C -0.290 -4.509 1.634
Si -0.460 -3.224 3.008
C -1.614 -3.894 4.340
C 1.234 -2.811 3.731
Si -1.532 -1.268 2.195
Te 0.649 -0.755 1.054
Si -3.612 -1.667 1.099
C -4.791 -2.488 2.349
C -4.348 -0.038 0.480
C -3.267 -2.808 -0.374
Si -1.772 0.360 3.925
C -2.767 -0.428 5.310
C -0.045 0.828 4.537
C -2.752 1.869 3.351
H -0.225 -5.504 2.098
H 0.607 -4.376 1.022
H -1.152 -4.524 0.960
H -1.218 -4.849 4.713
H -1.699 -3.227 5.203
H -2.630 -4.087 3.975
H 1.941 -2.374 3.011
H 1.157 -2.115 4.573
H 1.687 -3.738 4.104
H -4.950 -1.838 3.222
H -5.768 -2.671 1.875
H -4.393 -3.451 2.697
H -3.703 0.428 -0.281
H -5.332 -0.224 0.018
H -4.490 0.681 1.297
H -2.531 -2.354 -1.058
H -2.889 -3.790 -0.054
H -4.200 -2.967 -0.940
H -2.295 -1.320 5.733
H -2.871 0.308 6.121
H -3.777 -0.699 4.977
H 0.589 1.234 3.737
H -0.139 1.599 5.314
H 0.480 -0.028 4.983
H -2.299 2.401 2.505
H -3.779 1.596 3.067
H -2.822 2.588 4.183
*
```

Its HOMO energy (alpha / beta) is -1.74 / -1.74 eV. Its relative energy (zero: lowest compared OMol25 entry of this formula, charge and spin) is 22.7 kcal per mole. As for the LUMO energy (alpha / beta): 0.0708 / 0.0708 hartree. As for the frontier orbital gap (alpha / beta): 3.66 / 3.67 eV.

Here is a structure of composition C27H45N4OP2Zn from OMol25. Energies are from wB97M-V/def2-TZVPD.

```
! wB97M-V def2-TZVPD RIJCOSX def2/J DEFGRID3
* xyz 1 1
Zn -0.942 0.095 2.231
P 2.473 1.001 -0.841
P -2.335 0.012 0.196
N -0.283 2.242 -0.190
C 2.207 2.617 -0.064
H 2.702 2.569 0.917
H 2.756 3.362 -0.655
C 0.785 3.157 0.173
H 0.654 3.400 1.240
H 0.702 4.134 -0.347
C -1.624 2.809 0.105
H -2.055 3.317 -0.780
H -1.479 3.581 0.878
C -2.634 1.805 0.681
H -3.664 2.098 0.430
H -2.563 1.852 1.783
C -3.788 -0.959 0.878
C -3.496 -1.663 2.216
H -3.187 -0.978 3.018
H -2.729 -2.443 2.098
H -4.417 -2.163 2.547
C -2.774 0.251 -1.620
C -2.473 -0.952 -2.518
H -2.700 -0.676 -3.558
H -3.086 -1.823 -2.268
H -1.414 -1.223 -2.474
C 3.869 1.062 -2.004
C 4.301 -0.330 -2.471
H 4.906 -0.201 -3.378
H 3.451 -0.970 -2.734
H 4.924 -0.849 -1.732
C 2.821 -0.188 0.504
C 2.653 -1.657 0.112
H 2.551 -2.254 1.029
H 3.528 -2.036 -0.431
H 1.765 -1.823 -0.504
C 1.074 0.568 -1.962
C -4.219 0.754 -1.789
H -4.877 0.465 -0.960
H -4.245 1.849 -1.865
H -4.653 0.352 -2.715
C 5.068 1.902 -1.558
H 5.777 1.938 -2.394
H 4.789 2.934 -1.324
H 5.586 1.473 -0.692
C 4.187 0.035 1.181
H 4.229 -0.579 2.091
H 5.020 -0.282 0.538
H 4.349 1.075 1.484
C -4.359 -2.004 -0.091
H -3.592 -2.732 -0.385
H -5.150 -2.560 0.429
H -4.806 -1.574 -0.991
H -4.543 -0.177 1.052
H 2.032 0.052 1.242
H -2.088 1.057 -1.932
H 3.425 1.571 -2.876
O 0.793 -0.586 -2.293
H -0.159 2.009 -1.264
H 0.511 1.478 -2.365
N -2.244 -9.132 5.518
C -1.786 -8.064 5.377
C -1.227 -6.754 5.204
C -0.760 -6.347 3.949
C -0.255 -5.063 3.768
C -0.194 -4.200 4.868
C -0.613 -4.599 6.141
C -1.149 -5.879 6.296
N 0.136 -2.847 4.641
C 0.285 -1.842 5.610
C 0.186 -0.653 4.971
N -0.017 -0.899 3.612
C 0.040 -2.234 3.440
H -0.802 -7.033 3.104
H 0.090 -4.739 2.786
H -0.564 -3.904 6.985
H -1.511 -6.196 7.274
H 0.384 -2.057 6.655
H 0.255 0.356 5.357
H -0.046 -2.752 2.492
*
```

Its HOMO energy (alpha / beta) is -6.79 / -6.85 eV. As for the LUMO energy (alpha / beta): -0.1332 / -0.1298 hartree. As for the frontier orbital gap (alpha / beta): 3.17 / 3.32 eV.

Here is a structure of composition C27H46BrCl2F9N2O8PS2 from OMol25. Energies are from wB97M-V/def2-TZVPD.

```
! wB97M-V def2-TZVPD RIJCOSX def2/J DEFGRID3
* xyz 1 1
C 2.870 5.529 -0.039
C 2.125 4.700 0.966
C 2.423 4.786 2.336
C 1.672 4.065 3.263
C 0.642 3.240 2.835
C 0.347 3.077 1.471
C -0.786 2.234 0.939
C -0.633 0.768 0.419
C -2.099 0.313 0.235
C -3.185 1.303 -0.212
C -4.050 1.884 0.929
N -3.705 3.293 1.175
C 0.268 0.836 -0.901
C -0.328 0.885 -2.322
F 0.697 1.070 -3.186
F -1.038 2.045 -2.355
C -1.284 -0.130 -3.050
F -2.545 -0.094 -2.612
F -1.358 0.395 -4.306
C -0.879 -1.602 -3.315
F 0.129 -1.607 -4.190
F -0.515 -2.242 -2.199
C -2.016 -2.456 -3.953
F -3.025 -2.626 -3.130
F -1.470 -3.649 -4.177
F -2.415 -1.977 -5.105
C 1.631 0.074 -0.673
Br 3.010 1.462 -1.183
C 1.977 -1.107 -1.566
C 3.456 -1.368 -1.878
C 3.629 -2.642 -2.808
O 3.893 -1.081 -3.081
N 1.667 -0.174 0.860
S 2.727 -1.632 1.169
P 2.845 0.954 1.833
S 3.043 0.452 3.688
C 0.198 -0.319 1.252
C -0.458 -1.686 0.833
C 0.179 -3.070 0.910
O 0.771 -3.526 0.008
Cl -0.115 -4.129 2.272
C -0.186 -0.030 2.725
C -0.170 -1.123 3.805
C 0.203 -0.555 5.193
Cl -1.854 -1.772 3.962
C 1.097 3.855 0.567
H 3.575 4.961 -0.639
H 2.172 6.049 -0.684
H 3.406 6.305 0.499
H 3.225 5.443 2.635
H 1.901 4.156 4.312
H 0.054 2.724 3.578
H -1.573 2.251 1.682
H -1.128 2.793 0.079
H -2.449 -0.067 1.193
H -2.168 -0.555 -0.405
H -2.877 2.137 -0.831
H -3.880 0.744 -0.829
H -3.881 1.339 1.846
H -5.091 1.829 0.621
H -4.117 3.646 2.024
H -3.938 3.882 0.391
H 0.620 1.853 -0.849
H 1.596 -0.938 -2.564
H 1.586 -2.050 -1.210
H 4.191 -1.256 -1.083
H 4.238 -2.924 -3.666
H 4.429 -3.000 -2.087
H 2.270 -2.132 2.328
H 2.726 2.327 1.613
H 4.050 0.622 1.232
H -0.624 -1.640 -0.233
H -1.400 -1.766 1.354
H -1.204 0.335 2.738
H 0.414 0.773 3.118
H 0.526 -1.927 3.615
H 1.202 -0.871 5.463
H -0.448 -0.964 5.955
H 0.103 0.523 5.234
H 0.838 3.791 -0.481
O -1.581 -3.982 -7.816
H -2.504 -3.831 -8.039
H -1.437 -3.459 -7.022
O 0.345 5.962 -2.231
H -0.300 6.410 -2.787
H 0.625 5.206 -2.756
O -1.030 -5.005 5.046
H -1.885 -5.324 5.350
H -1.224 -4.142 4.665
O -4.950 -0.641 2.554
H -4.217 -0.901 3.124
H -5.617 -1.319 2.704
O 2.721 -4.879 -4.840
H 2.068 -4.387 -5.347
H 2.838 -5.698 -5.332
O 0.362 -6.661 -0.159
H 0.656 -5.747 -0.239
H -0.595 -6.618 -0.231
*
```

Its HOMO energy is -11.49 eV. As for the LUMO energy: -0.1417 hartree. As for the frontier orbital gap: 7.64 eV.

Here is a cluster of 6 separate species, C27H46Cl11NO2P in total from OMol25. Energies are from wB97M-V/def2-TZVPD.

```
! wB97M-V def2-TZVPD RIJCOSX def2/J DEFGRID3
* xyz 0 2
C -5.385 -3.486 -0.907
C -4.078 -2.746 -0.844
C -4.021 -1.365 -0.669
C -2.782 -0.727 -0.574
C -1.602 -1.462 -0.660
C -1.620 -2.841 -0.857
C -0.404 -3.742 -0.951
C 0.754 -3.380 -1.902
P 0.371 -3.276 -3.718
O 0.197 -4.896 -3.976
Cl -1.599 -2.653 -3.900
C 1.557 -2.115 -1.564
C 2.284 -2.112 -0.208
C 3.665 -1.453 -0.386
C 1.543 -1.261 0.827
N 2.499 -3.462 0.365
O 1.988 -3.699 1.509
C 2.652 -4.602 -0.557
C 2.256 -5.883 0.190
C 4.147 -4.774 -0.940
C 1.795 -4.531 -1.844
C -2.881 -3.455 -0.946
H -5.266 -4.422 -1.441
H -6.177 -2.880 -1.331
H -5.671 -3.755 0.111
H -4.946 -0.812 -0.607
H -2.754 0.343 -0.431
H -0.672 -0.932 -0.562
H -0.016 -3.898 0.057
H -0.772 -4.718 -1.265
H -0.328 -4.997 -4.782
H 2.325 -2.066 -2.339
H 0.979 -1.207 -1.698
H 4.227 -1.888 -1.207
H 4.216 -1.587 0.542
H 3.555 -0.381 -0.515
H 0.550 -1.660 1.001
H 2.100 -1.174 1.749
H 1.401 -0.282 0.374
H 1.208 -5.873 0.468
H 2.386 -6.712 -0.502
H 2.884 -6.046 1.057
H 4.766 -4.402 -0.130
H 4.331 -5.831 -1.094
H 4.395 -4.277 -1.874
H 2.449 -4.376 -2.705
H 1.294 -5.480 -1.986
H -2.923 -4.528 -1.084
Cl 2.778 -5.356 -8.082
C 2.156 -6.669 -7.053
C 0.812 -7.167 -7.517
Cl -0.468 -5.948 -7.282
H 2.108 -6.299 -6.031
H 2.880 -7.481 -7.098
H 0.527 -8.044 -6.938
H 0.825 -7.434 -8.571
Cl -2.211 2.392 1.291
C -3.541 3.545 1.599
C -4.860 2.854 1.817
Cl -5.467 2.087 0.327
H -3.588 4.231 0.758
H -3.268 4.106 2.491
H -5.604 3.586 2.124
H -4.786 2.087 2.584
Cl -1.946 6.008 3.939
C -0.587 5.984 2.780
C 0.279 4.765 2.947
Cl 1.181 4.797 4.486
H -0.019 6.901 2.917
H -1.023 5.994 1.782
H 1.017 4.733 2.147
H -0.303 3.848 2.919
Cl -1.517 10.987 2.366
C -3.255 10.795 2.707
C -3.611 9.371 3.045
Cl -3.443 8.288 1.641
H -3.807 11.148 1.839
H -3.487 11.439 3.554
H -4.650 9.317 3.365
H -2.980 8.981 3.840
Cl 3.367 7.767 3.479
C 3.785 6.854 4.953
C 4.852 7.541 5.765
Cl 6.435 7.537 4.944
H 4.093 5.857 4.650
H 2.875 6.771 5.540
H 4.983 7.015 6.709
H 4.588 8.574 5.974
*
```

Its HOMO energy (alpha / beta) is -7.97 / -8.37 eV. As for the LUMO energy (alpha / beta): 0.0180 / 0.0180 hartree. As for the frontier orbital gap (alpha / beta): 8.46 / 8.86 eV.

Here is a structure of composition C27H46GeN5O4SSi3Ti from OMol25. Energies are from wB97M-V/def2-TZVPD.

```
! wB97M-V def2-TZVPD RIJCOSX def2/J DEFGRID3
* xyz 0 4
Ti 0.172 1.153 0.255
C -6.524 -1.043 4.467
C -5.133 -1.160 3.916
C -4.418 -2.348 4.042
C -3.139 -2.464 3.525
C -2.560 -1.395 2.856
C -3.251 -0.202 2.733
C -4.528 -0.091 3.260
S -0.909 -1.714 2.195
O 2.452 -1.628 1.950
O -1.093 -2.384 0.888
N -0.439 -0.167 1.803
C -0.207 0.718 2.822
C -0.192 0.502 4.207
C -0.002 1.599 5.020
C 0.184 2.875 4.481
C 0.218 2.994 3.107
N 0.039 1.939 2.316
H -6.589 -1.463 5.471
H -7.236 -1.584 3.840
H -6.845 -0.003 4.511
H -4.865 -3.190 4.558
H -2.592 -3.394 3.637
H -2.801 0.647 2.232
H -5.064 0.846 3.164
H -0.333 -0.487 4.621
H 0.001 1.464 6.094
H 0.319 3.741 5.111
H 0.407 3.939 2.615
C -0.141 4.619 -1.045
C -0.400 3.153 -0.883
O 0.314 2.301 -1.499
O -1.248 2.696 -0.061
H -0.124 4.871 -2.104
H 0.855 4.823 -0.646
H -0.886 5.211 -0.522
C 3.529 -0.503 -3.780
Si 1.629 -0.530 -3.783
C 1.130 1.081 -4.647
C 1.131 -1.988 -4.885
Ge 0.587 -0.892 -1.589
Si -1.826 -0.730 -1.982
C -3.008 -0.426 -0.558
C -2.254 -2.402 -2.748
C -2.162 0.682 -3.184
Si 2.001 -2.584 -0.613
C 1.985 -2.794 1.263
C 1.597 -4.229 -1.449
C 3.781 -2.060 -0.957
H 3.833 0.012 -4.696
H 3.944 -1.511 -3.826
H 4.001 0.007 -2.942
H 1.941 1.347 -5.329
H 0.971 1.913 -3.960
H 0.233 0.959 -5.255
H 1.134 -1.660 -5.928
H 0.143 -2.392 -4.672
H 1.846 -2.808 -4.797
H -3.162 -1.323 0.033
H -3.951 -0.126 -1.032
H -2.723 0.382 0.115
H -2.023 -3.216 -2.061
H -1.754 -2.592 -3.696
H -3.333 -2.419 -2.935
H -2.433 1.577 -2.619
H -3.030 0.397 -3.787
H -1.353 0.945 -3.856
H 1.053 -3.160 1.692
H 2.219 -0.850 1.427
H 2.722 -3.597 1.417
H 0.539 -4.475 -1.348
H 2.174 -5.033 -0.983
H 1.842 -4.214 -2.513
H 3.914 -0.980 -0.891
H 4.154 -2.392 -1.926
H 4.411 -2.504 -0.181
N 4.231 3.340 -1.770
C 3.703 2.805 -0.602
C 2.933 1.653 -0.662
N 2.306 1.130 0.446
C 2.827 1.648 1.625
C 3.615 2.757 1.649
N 4.006 3.432 0.542
H 3.671 3.222 -2.598
H 4.583 4.276 -1.643
H 2.720 1.181 -1.611
H 2.571 1.131 2.542
H 3.960 3.139 2.604
*
```

Its HOMO energy (alpha / beta) is -5.61 / -7.99 eV. Its relative energy (zero: lowest compared OMol25 entry of this formula, charge and spin) is 60.1 kcal per mole. As for the LUMO energy (alpha / beta): 0.0066 / -0.0497 hartree. As for the frontier orbital gap (alpha / beta): 5.79 / 6.63 eV.